No. 1
{"formula": "C44H73N4O2RuSi", "method": "wB97M-V/def2-TZVPD", "relative_energy_kj_mol": 84.64, "charge": 0, "e_lumo_ha": [-0.0273, -0.0088], "spin_multiplicity": 2, "s_squared": 0.95, "orbital_gap_ha": [0.223, 0.243], "symbols": ["Ru", "C", "N", "C", "C", "C", "N", "C", "C", "C", "C", "C", "C", "C", "O", "C", "C", "C", "C", "C", "C", "C", "C", "C", "C", "C", "C", "C", "C", "C", "O", "C", "C", "C", "C", "C", "C", "C", "C", "H", "H", "H", "H", "H", "H", "H", "H", "H", "H", "H", "H", "H", "H", "H", "H", "H", "H", "H", "H", "H", "H", "H", "H", "H", "H", "H", "H", "H", "H", "H", "H", "H", "H", "H", "H", "H", "H", "H", "H", "H", "H", "H", "H", "H", "H", "H", "H", "H", "H", "H", "H", "H", "H", "N", "C", "C", "N", "H", "H", "H", "H", "H", "H", "H", "H", "C", "Si", "C", "C", "C", "C", "C", "C", "C", "H", "H", "H", "H", "H", "H", "H", "H", "H", "H", "H"], "xyz": [[0.6618, -1.5444, 1.5242], [2.0601, -0.4431, 4.2391], [2.5630, -1.3814, 3.2329], [2.9252, -2.6411, 3.8714], [3.7403, -0.8126, 2.5493], [3.6823, -1.0322, 1.0471], [2.5339, -0.4060, 0.3905], [2.6456, -0.7435, -1.0356], [1.5284, -0.4071, -1.9827], [1.8015, 0.3807, -3.0824], [0.9275, 0.4567, -4.1612], [-0.1896, -0.3722, -4.1143], [-0.4825, -1.2291, -3.0654], [0.3345, -1.1750, -1.8937], [0.0808, -1.8609, -0.8182], [-1.5874, -2.2790, -3.2290], [-1.0705, -3.6466, -2.7504], [-2.8186, -1.8656, -2.4179], [-2.0142, -2.4548, -4.6934], [1.3191, 1.2109, -5.4276], [2.5074, 0.4612, -6.0556], [0.1862, 1.2623, -6.4566], [1.7425, 2.6504, -5.1229], [2.5688, 1.0492, 0.5746], [1.2952, 1.8175, 0.3623], [1.2727, 2.8407, -0.5620], [0.2493, 3.7788, -0.5755], [-0.7170, 3.6542, 0.4163], [-0.7254, 2.6718, 1.3966], [0.2690, 1.6468, 1.3364], [0.3332, 0.6324, 2.1527], [-1.7128, 2.8806, 2.5540], [-3.1475, 3.0462, 2.0213], [-1.7041, 1.7716, 3.6079], [-1.3064, 4.1808, 3.2738], [0.2030, 4.9575, -1.5398], [-0.9489, 4.7480, -2.5331], [1.5124, 5.1123, -2.3176], [-0.0129, 6.2704, -0.7690], [2.8493, -0.1483, 4.9468], [1.2502, -0.9059, 4.8024], [1.6588, 0.4361, 3.7357], [3.7720, -2.5137, 4.5628], [3.2009, -3.3671, 3.1078], [2.0737, -3.0200, 4.4315], [4.6670, -1.2753, 2.9126], [3.8200, 0.2472, 2.7882], [3.6207, -2.1092, 0.8689], [4.6222, -0.6687, 0.5971], [2.7693, -1.8326, -1.0838], [3.5701, -0.2864, -1.4291], [2.7472, 0.9106, -3.1147], [-0.8527, -0.3778, -4.9628], [-0.8339, -3.6102, -1.6920], [-0.1679, -3.9176, -3.3019], [-1.8245, -4.4172, -2.9187], [-2.5593, -1.7907, -1.3675], [-3.6218, -2.5953, -2.5375], [-3.1851, -0.8974, -2.7586], [-1.1553, -2.6455, -5.3376], [-2.5449, -1.5811, -5.0703], [-2.6917, -3.3058, -4.7742], [2.2259, -0.5689, -6.2743], [3.3566, 0.4437, -5.3736], [2.8221, 0.9407, -6.9844], [-0.0466, 0.2672, -6.8342], [0.4882, 1.8772, -7.3049], [-0.7149, 1.6994, -6.0257], [2.5469, 2.6825, -4.3896], [0.8968, 3.2230, -4.7436], [2.1014, 3.1346, -6.0326], [3.3610, 1.4754, -0.0616], [2.8423, 1.2488, 1.6112], [2.1056, 2.9205, -1.2470], [-1.5006, 4.3985, 0.4462], [-3.3914, 2.2726, 1.2977], [-3.2844, 4.0093, 1.5316], [-3.8604, 2.9853, 2.8443], [-1.9479, 0.8060, 3.1781], [-2.4374, 2.0017, 4.3844], [-0.7260, 1.6926, 4.0774], [-1.3064, 5.0301, 2.5926], [-0.3046, 4.0849, 3.6934], [-2.0043, 4.3910, 4.0860], [-0.8205, 3.8081, -3.0710], [-0.9792, 5.5649, -3.2564], [-1.9062, 4.7115, -2.0137], [1.7116, 4.2422, -2.9364], [2.3483, 5.2596, -1.6331], [1.4504, 5.9830, -2.9713], [-0.9849, 6.3058, -0.2810], [0.0469, 7.1167, -1.4546], [0.7599, 6.3858, -0.0089], [0.3426, -3.8699, 3.0097], [0.9317, -5.0725, 2.4343], [0.8195, -4.9645, 0.9177], [1.5907, -3.8176, 0.4496], [0.4557, -3.8453, 4.0164], [-0.6563, -3.8723, 2.8218], [0.4375, -5.9952, 2.7658], [1.9832, -5.1306, 2.7265], [-0.2309, -4.7895, 0.6726], [1.1384, -5.9064, 0.4553], [1.1750, -3.4262, -0.3972], [2.5492, -4.0880, 0.2617], [-2.8588, -0.4129, 0.6863], [-1.8541, -1.8632, 1.4395], [-2.7361, -3.4731, 0.8147], [-2.3350, -1.9090, 3.3165], [-1.4010, -1.5340, 4.2835], [-1.6984, -1.5834, 5.6356], [-2.9507, -2.0113, 6.0508], [-3.8916, -2.3889, 5.1057], [-3.5876, -2.3310, 3.7541], [-3.8097, -0.7593, 0.2838], [-2.3055, 0.0881, -0.1072], [-3.0650, 0.3194, 1.4603], [-3.7899, -3.2623, 0.6373], [-2.6781, -4.2755, 1.5518], [-2.3269, -3.8515, -0.1202], [-0.4259, -1.1889, 3.9482], [-0.9613, -1.2866, 6.3716], [-3.1933, -2.0568, 7.1041], [-4.8714, -2.7201, 5.4243], [-4.3345, -2.6296, 3.0289]], "forces_ev_per_a": [[0.315, 0.456, -2.422], [0.175, 0.311, 0.374], [-0.648, 0.133, 0.072], [0.094, -0.122, 0.016], [0.015, 0.003, -0.373], [0.277, 0.052, 0.249], [-0.271, -0.280, 0.235], [-0.138, -0.153, -0.223], [-0.244, -0.354, 0.192], [-0.157, 0.079, -0.186], [-0.033, -0.052, 0.038], [0.192, 0.160, -0.082], [0.105, -0.204, 0.503], [0.361, 1.186, -1.065], [-0.306, -0.730, 2.351], [-0.083, -0.002, 0.054], [-0.072, 0.089, -0.033], [0.123, -0.134, -0.062], [0.058, 0.066, 0.115], [0.119, 0.026, -0.133], [-0.096, 0.108, -0.028], [0.110, -0.027, 0.125], [-0.055, -0.146, -0.036], [-0.152, 0.278, 0.076], [-0.234, -0.230, 0.435], [-0.080, 0.219, -0.026], [0.079, -0.003, 0.097], [0.135, 0.008, -0.180], [0.196, -0.524, 0.211], [-0.100, 1.017, -1.367], [0.000, -2.317, 0.447], [-0.010, 0.065, 0.070], [0.108, 0.002, 0.011], [-0.041, 0.044, -0.099], [-0.087, -0.100, -0.033], [-0.030, 0.094, -0.101], [0.128, 0.065, 0.041], [-0.151, -0.063, 0.097], [0.006, -0.138, -0.078], [-0.008, -0.094, -0.027], [0.122, -0.011, 0.028], [0.018, -0.050, 0.065], [-0.088, 0.050, -0.063], [0.025, -0.034, 0.027], [0.232, 0.048, 0.012], [-0.141, -0.021, 0.088], [-0.037, -0.097, 0.027], [0.056, 0.061, -0.083], [-0.025, -0.037, 0.045], [0.095, 0.074, 0.050], [-0.043, -0.084, 0.082], [0.068, 0.017, 0.026], [-0.002, -0.051, -0.098], [0.039, -0.070, -0.001], [0.025, -0.055, -0.022], [-0.054, -0.039, -0.048], [-0.044, 0.017, 0.009], [-0.061, -0.074, 0.039], [-0.024, 0.078, 0.024], [0.028, -0.012, -0.047], [-0.016, 0.057, -0.055], [-0.038, -0.020, 0.043], [0.017, -0.059, -0.014], [0.067, -0.014, 0.016], [0.023, 0.031, -0.056], [-0.085, -0.028, -0.042], [0.029, 0.017, -0.035], [-0.072, 0.002, -0.006], [0.026, 0.045, 0.062], [-0.010, 0.043, 0.058], [0.019, 0.038, -0.038], [-0.014, -0.061, 0.016], [0.029, -0.045, -0.108], [0.046, 0.011, -0.081], [-0.044, 0.060, 0.068], [-0.048, -0.020, -0.030], [-0.027, 0.060, -0.033], [-0.050, 0.047, 0.049], [-0.002, -0.025, 0.072], [-0.059, 0.055, 0.000], [0.034, -0.090, 0.024], [-0.003, 0.064, -0.022], [0.051, 0.002, 0.029], [-0.033, 0.023, 0.074], [-0.009, -0.043, -0.033], [-0.046, 0.042, -0.060], [-0.061, -0.022, 0.019], [0.074, -0.048, -0.030], [0.084, 0.001, -0.002], [-0.005, 0.028, -0.039], [-0.048, 0.016, 0.051], [-0.021, 0.057, -0.029], [0.011, 0.052, 0.059], [-0.430, 0.213, -0.123], [-0.052, -0.122, -0.310], [0.144, -0.132, 0.320], [-0.490, 0.538, 0.106], [-0.238, 0.048, -0.080], [-0.016, -0.041, 0.265], [0.060, 0.083, 0.040], [-0.036, -0.038, -0.002], [0.031, -0.077, -0.119], [-0.110, 0.082, -0.010], [0.095, 0.102, -0.013], [0.007, 0.162, 0.049], [0.770, -0.258, 0.158], [-0.463, 0.440, 0.709], [0.984, 0.182, -0.016], [0.492, 0.024, -0.534], [0.022, -0.046, -0.079], [0.053, 0.020, 0.096], [0.002, -0.060, 0.010], [-0.169, 0.057, 0.060], [0.022, -0.071, -0.086], [-0.007, -0.143, -0.017], [0.010, 0.080, -0.072], [0.048, -0.024, 0.102], [-0.048, 0.183, 0.067], [0.016, -0.033, 0.085], [-0.001, 0.000, -0.098], [-0.246, 0.047, 0.103], [0.041, 0.042, 0.013], [0.009, 0.013, 0.029], [-0.029, -0.015, 0.008], [-0.079, -0.031, -0.004]], "mulliken_charge": [1.78, -1.35, 1.12, -1.50, -1.64, -0.93, 1.88, -2.87, 0.62, -0.40, -0.74, -0.07, -0.94, -0.12, 1.12, 2.79, -1.41, -1.24, -2.33, 2.30, -1.79, -2.20, -1.61, -2.31, 0.83, -0.43, -0.06, -0.85, 0.51, -0.31, -0.33, 2.34, -1.86, -2.08, -1.76, 2.41, -1.64, -1.86, -1.88, 0.31, 0.36, 0.27, 0.38, 0.27, 0.32, 0.52, 0.51, 0.42, 0.44, 0.77, 0.40, 0.37, 0.51, -0.16, 0.34, 0.41, -0.47, 0.48, 0.32, 0.44, 0.42, 0.44, 0.35, 0.33, 0.47, 0.41, 0.44, 0.39, 0.25, 0.29, 0.52, 0.15, 0.76, 0.19, 0.39, 0.28, 0.40, 0.52, 0.04, 0.63, 0.20, 0.34, 0.36, 0.45, 0.17, 0.48, 0.29, 0.04, 0.40, 0.50, 0.33, 0.47, 0.37, -0.62, -0.95, -0.38, -0.09, 0.31, -0.28, 0.49, 0.31, -0.07, 0.51, -0.39, 0.30, -1.56, 2.04, -1.66, 0.17, 0.03, -0.45, -0.82, -0.60, -0.69, 0.82, 0.31, 0.20, 0.55, 0.44, 0.37, -0.33, 0.43, 0.39, 0.43, 0.35]}

No. 2
{"formula": "C27H33Br39ClIN4OP", "method": "wB97M-V/def2-TZVPD", "charge": 1, "e_lumo_ha": -0.1703, "orbital_gap_ha": 0.246, "symbols": ["C", "C", "C", "Cl", "C", "N", "C", "O", "C", "C", "C", "C", "C", "C", "C", "N", "C", "N", "I", "C", "P", "N", "H", "H", "H", "H", "H", "H", "H", "H", "H", "H", "H", "H", "H", "H", "H", "H", "H", "H", "H", "H", "C", "Br", "Br", "Br", "H", "C", "Br", "Br", "Br", "H", "C", "Br", "Br", "Br", "H", "C", "Br", "Br", "Br", "H", "C", "Br", "Br", "Br", "H", "C", "Br", "Br", "Br", "H", "C", "Br", "Br", "Br", "H", "C", "Br", "Br", "Br", "H", "C", "Br", "Br", "Br", "H", "C", "Br", "Br", "Br", "H", "C", "Br", "Br", "Br", "H", "C", "Br", "Br", "Br", "H", "C", "Br", "Br", "Br", "H"], "xyz": [[2.8954, -2.8804, -0.0787], [3.3793, -2.4353, -1.4905], [2.2416, -2.3448, -2.5286], [1.3271, -3.9010, -2.4946], [1.3298, -1.0793, -2.3987], [1.5330, -0.3595, -3.7063], [0.7796, -0.7234, -4.6099], [0.1611, -1.2341, -5.4696], [-0.1673, -1.3548, -2.0684], [-0.8059, -0.1128, -1.4204], [-1.0650, 0.9487, -2.5389], [-2.0908, -0.2702, -0.6279], [-2.5958, 0.8059, 0.1188], [-3.7495, 0.5018, 0.8232], [-4.2953, -0.7700, 0.7474], [-3.8839, -1.8073, 0.0321], [-2.7803, -1.4660, -0.6293], [0.3806, 0.4714, -0.6767], [0.5061, -0.0004, 1.3866], [1.6892, -0.0372, -1.3044], [2.9139, 1.3425, -1.7314], [4.1842, 1.1434, -0.8121], [3.5228, -2.4317, 0.7023], [1.8643, -2.5626, 0.1314], [2.9339, -3.9664, 0.0335], [3.8784, -1.4600, -1.3968], [4.0809, -3.2097, -1.8159], [2.7176, -2.3060, -3.5103], [-0.0759, -2.0525, -1.2064], [-0.7530, -1.9572, -2.7667], [-1.5397, 1.8576, -2.1371], [-0.1445, 1.2700, -3.0463], [-1.7366, 0.5662, -3.3127], [-2.1502, 1.7942, 0.1914], [-4.2278, 1.2570, 1.4393], [-5.1848, -0.9556, 1.3550], [-2.3596, -2.2612, -1.2499], [0.3390, 1.4855, -0.7877], [2.1956, -0.4465, -0.4298], [2.3285, 2.6177, -1.5154], [3.3292, 1.2468, -3.0734], [4.3044, 1.9781, -0.2437], [-5.6212, -0.4276, -4.0106], [-4.1875, -0.3560, -2.7103], [-4.9581, -0.2198, -5.8093], [-6.6760, -2.0239, -3.8095], [-6.2735, 0.4142, -3.8111], [1.5877, -2.1549, 5.3649], [1.1743, -4.0319, 5.3138], [3.0926, -1.7144, 4.2412], [0.0496, -1.0691, 4.9385], [1.8685, -1.9159, 6.3817], [3.0239, -7.3725, 7.9110], [1.1015, -7.2874, 7.9663], [3.6592, -8.0357, 6.2176], [3.8293, -5.6799, 8.3679], [3.3313, -8.0841, 8.6662], [1.9566, 1.5144, 8.0394], [0.0796, 1.3824, 8.4570], [2.8582, -0.1764, 8.2627], [2.2462, 2.2582, 6.2831], [2.3958, 2.2008, 8.7506], [1.9514, -11.8638, 5.2784], [2.1981, -11.6397, 7.1764], [3.6354, -11.8734, 4.3382], [0.8964, -13.4250, 4.8748], [1.3966, -11.0046, 4.9271], [3.2254, 2.2961, -6.7833], [3.6001, 3.6121, -5.4303], [4.8346, 1.4442, -7.3933], [1.8980, 1.0225, -6.1959], [2.8053, 2.8238, -7.6314], [7.5166, 4.4656, -7.8584], [9.1866, 4.5789, -8.8087], [7.4148, 5.7621, -6.4307], [6.0062, 4.5987, -9.0484], [7.4750, 3.4860, -7.4005], [-8.3295, 3.0649, -2.5405], [-9.6200, 3.3988, -1.1525], [-6.6146, 2.5539, -1.8169], [-8.9701, 1.7772, -3.8241], [-8.1842, 3.9972, -3.0713], [0.3036, -8.3239, 12.3016], [2.0412, -8.3542, 11.4609], [0.1795, -6.9273, 13.6223], [-1.1218, -8.2132, 11.0077], [0.1876, -9.2652, 12.8210], [3.9233, 7.3319, -6.9290], [3.6822, 8.3454, -5.3066], [2.4859, 6.0743, -7.1968], [4.1701, 8.4715, -8.4605], [4.8332, 6.7562, -6.8112], [-1.3324, 7.4438, -6.1808], [-1.5178, 5.5952, -5.6480], [0.0009, 8.3563, -5.1289], [-0.9938, 7.6103, -8.0695], [-2.2797, 7.9268, -5.9848], [-3.4199, 2.1476, 10.1347], [-3.3263, 2.6921, 11.9797], [-3.1973, 0.2394, 9.9419], [-5.0368, 2.7653, 9.2858], [-2.5921, 2.6187, 9.6219], [-7.7999, 7.2344, -3.7892], [-9.0911, 7.5678, -2.3998], [-6.0848, 6.7223, -3.0658], [-8.4448, 5.9468, -5.0741], [-7.6555, 8.1659, -4.3194]], "forces_ev_per_a": [[0.046, 0.396, -0.053], [-0.649, -0.392, 0.819], [0.849, -0.253, 0.796], [0.002, 0.334, -0.217], [-0.953, 0.748, -0.567], [-1.496, -0.375, 0.153], [-0.043, -2.098, -0.458], [0.549, 1.338, 1.219], [0.531, -1.252, 2.317], [-0.268, 0.770, -2.871], [0.054, 0.556, -0.016], [1.099, 0.660, 0.608], [-0.643, -0.951, 0.130], [0.477, 0.818, -0.076], [-1.863, -0.467, 1.196], [0.918, 1.557, 0.268], [1.259, -1.929, -0.712], [0.297, -0.161, 0.383], [-0.363, 0.137, 0.507], [0.059, 0.081, -0.038], [2.231, -0.134, 0.851], [-0.858, 0.447, -0.100], [-0.047, -0.152, -0.196], [0.163, -0.156, -0.061], [-0.077, 0.193, -0.042], [0.128, -0.289, -0.297], [0.075, 0.474, -0.232], [-0.332, 0.021, 0.101], [-0.049, -0.004, -0.347], [0.093, 0.667, -0.347], [0.047, -0.298, 0.031], [-0.117, -0.184, 0.203], [0.140, -0.090, 0.240], [0.046, -0.154, -0.145], [-0.006, -0.201, -0.048], [0.145, 0.041, -0.168], [-0.155, 0.088, 0.172], [-0.086, -0.032, 0.335], [0.361, -0.294, -0.649], [-0.657, -0.360, -0.485], [-0.961, -0.071, -0.073], [0.336, -0.293, 0.212], [-0.136, 0.075, -0.162], [-0.837, 0.129, -0.966], [-0.007, -0.026, 0.161], [0.141, 0.128, 0.011], [0.048, -0.020, 0.029], [0.124, -0.272, -0.047], [0.022, 0.138, -0.029], [-0.134, 0.025, 0.020], [0.005, 0.101, -0.174], [-0.040, 0.082, -0.043], [-0.046, -0.024, -0.016], [0.094, 0.058, -0.126], [-0.020, 0.077, 0.037], [-0.060, -0.091, -0.040], [-0.019, 0.020, -0.025], [-0.061, 0.102, -0.011], [0.116, -0.128, -0.046], [-0.042, 0.108, 0.003], [-0.005, -0.096, 0.088], [0.004, -0.036, -0.026], [-0.017, 0.037, -0.012], [-0.021, -0.056, -0.054], [-0.094, -0.003, 0.072], [0.100, 0.095, 0.039], [0.028, -0.023, 0.019], [0.107, 0.252, -0.074], [0.259, -0.667, 0.497], [-0.109, -0.184, 0.110], [0.554, 0.944, -1.198], [-0.013, 0.000, 0.048], [0.036, -0.077, -0.040], [-0.146, 0.031, 0.078], [0.019, -0.057, -0.072], [0.054, 0.172, 0.044], [-0.028, 0.047, 0.012], [-0.144, 0.107, 0.022], [0.119, -0.065, -0.098], [-0.012, -0.049, -0.021], [0.092, 0.053, 0.093], [0.031, -0.045, 0.004], [-0.054, 0.028, -0.007], [-0.043, -0.006, 0.137], [0.023, -0.079, -0.125], [0.088, 0.001, 0.098], [0.022, 0.025, -0.032], [0.067, -0.015, -0.084], [0.136, -0.062, -0.074], [-0.279, 0.628, -0.437], [-0.047, -0.083, 0.133], [-0.057, 0.005, -0.014], [0.028, 0.114, -0.018], [0.043, 0.066, -0.040], [-0.169, -0.110, -0.106], [-0.030, -0.029, 0.142], [0.016, -0.060, 0.008], [-0.011, 0.035, 0.039], [-0.022, -0.060, -0.135], [-0.015, 0.126, -0.001], [0.099, -0.060, 0.063], [-0.033, -0.009, 0.019], [-0.045, 0.095, 0.018], [0.109, -0.102, -0.093], [-0.128, -0.045, -0.040], [0.045, 0.040, 0.098], [0.009, -0.045, 0.004]], "mulliken_charge": [-0.93, -0.64, -0.43, -0.16, 1.74, -0.69, 0.66, -0.47, -3.06, 2.82, -2.08, -1.16, -0.64, -0.87, -0.49, -0.53, 0.25, -0.34, 0.51, -0.94, 0.40, -0.82, 0.26, 0.11, 0.42, 0.26, 0.49, 0.66, 1.09, 0.85, 0.42, 0.67, 0.40, 0.54, 0.51, 0.47, 0.54, 0.49, 0.00, 0.11, 0.10, 0.26, 0.25, 0.24, -0.04, -0.02, -0.30, 0.01, 0.05, 0.01, -0.07, -0.02, -0.30, 0.08, 0.00, -0.01, 0.24, -0.40, 0.09, 0.00, 0.01, 0.36, -0.29, 0.01, -0.01, -0.03, 0.32, -0.29, 0.05, -0.02, 0.00, 0.34, -0.24, -0.02, -0.05, -0.03, 0.31, 0.34, -0.01, 0.02, -0.02, -0.32, -0.30, -0.01, -0.01, -0.04, 0.36, 0.56, -0.04, 0.05, -0.01, -0.53, -0.39, 0.01, 0.01, -0.01, 0.35, -0.16, 0.00, -0.02, -0.01, 0.14, -0.38, 0.01, 0.01, -0.01, 0.36]}